# C6H12F6LiN3O18S6

C6H12F6LiN3O18S6 as an isolated structure at a distorted geometry (wB97M-V/def2-TZVPD, the Open Molecules 2025 dataset).

Geometry as ORCA input:
```
! wB97M-V def2-TZVPD RIJCOSX def2/J DEFGRID3
* xyz -1 2
S -14.841 -8.548 -20.926
S -13.965 -2.545 -23.699
S -13.826 -8.431 -18.774
S -11.956 -8.418 -24.476
S -11.932 -6.249 -23.907
S -15.401 -3.898 -22.584
F -12.097 -5.728 -22.379
F -14.961 -7.503 -22.132
F -12.312 -8.046 -18.243
F -13.805 -1.737 -25.050
F -11.480 -9.864 -23.941
F -16.301 -5.234 -22.986
O -16.182 -8.442 -20.328
O -16.502 -3.148 -22.025
O -12.614 -3.015 -23.592
O -10.833 -5.444 -24.376
O -14.466 -7.573 -17.783
O -13.365 -8.688 -24.618
O -17.631 -5.523 -20.124
O -10.946 -3.591 -18.216
O -14.452 -1.438 -22.894
O -15.636 -5.324 -19.177
O -13.265 -5.981 -24.439
O -12.846 -4.780 -18.815
O -13.874 -9.898 -18.645
O -14.560 -9.772 -21.631
O -11.111 -8.221 -25.652
O -14.426 -4.539 -21.706
O -11.963 -4.626 -16.630
O -17.529 -5.014 -17.956
N -14.961 -3.522 -24.218
N -13.633 -7.711 -20.378
N -11.485 -7.748 -23.202
C -16.856 -5.025 -16.740
C -10.564 -3.256 -19.546
C -13.152 -5.045 -16.027
C -19.047 -5.321 -20.129
C -16.837 -5.255 -19.078
C -12.067 -4.327 -17.963
Li -13.866 -5.766 -20.159
H -17.437 -5.060 -15.818
H -9.563 -2.835 -19.451
H -16.305 -5.965 -16.742
H -13.660 -4.160 -15.646
H -16.299 -4.099 -16.601
H -11.228 -2.589 -20.096
H -13.772 -5.635 -16.702
H -19.533 -5.873 -19.324
H -12.871 -5.725 -15.222
H -19.547 -5.635 -21.046
H -19.300 -4.275 -19.958
H -10.477 -4.161 -20.148
*
```

Highest occupied orbital energy (alpha / beta) in eV: -7.24 / -7.24
Energy in eV: -129257.4579
Gap between HOMO and LUMO (alpha / beta) in eV: 7.8 / 3.9

Results of the natural (NBO) charge analysis, in e, for atoms 1 through 2:
1 S 2.39
2 S 2.40